## w
Formula: C6H11P
Source: the Open Molecules 2025 dataset
Level of theory: the ωB97M-V functional and the def2-TZVPD basis

Properties
molecular weight: 114.1 g/mol
E_LUMO (spin up / spin down): -0.026 / 0.004 Ha
2S+1: 1
HOMO-LUMO gap (spin up / spin down): 6.92 / 8.03 eV
HOMO level (spin up / spin down): -7.63 / -7.92 eV
charge: 0

```
18
C6H11P (the ωB97M-V functional and the def2-TZVPD basis)
C 0.73 0.32 -1.81
C 0.47 0.27 -0.30
C 1.17 1.43 -0.97
C 2.45 2.13 -0.79
C -2.18 -1.62 0.95
C -0.93 -1.37 1.79
P 0.67 -1.51 0.86
H 1.49 -0.34 -2.24
H -0.12 0.44 -2.47
H -0.56 0.51 -0.05
H 3.28 1.41 -0.79
H 2.47 2.67 0.16
H 2.61 2.83 -1.60
H -3.06 -1.62 1.58
H -2.30 -0.85 0.19
H -2.11 -2.59 0.45
H -0.87 -2.12 2.58
H -0.98 -0.39 2.27
```


## x
Formula: C6H11P
Source: the Open Molecules 2025 dataset
Level of theory: the ωB97M-V functional and the def2-TZVPD basis

Properties
molecular weight: 114.1 g/mol
E_LUMO (spin up / spin down): 0.015 / -0.017 Ha
2S+1: 1
HOMO-LUMO gap (spin up / spin down): 8.24 / 7.11 eV
HOMO level (spin up / spin down): -7.83 / -7.58 eV
charge: 0

```
18
C6H11P (the ωB97M-V functional and the def2-TZVPD basis)
C -1.61 0.36 -0.10
C -0.50 0.60 -1.14
C 0.94 0.41 -0.51
C 1.28 -1.07 -0.61
C -1.85 1.45 0.89
C 1.73 -1.77 0.69
P -2.23 -1.14 0.24
H -0.71 -0.08 -1.93
H -0.63 1.60 -1.62
H 1.57 1.00 -1.28
H 0.90 0.58 0.58
H 1.20 -1.49 -1.63
H -2.33 2.25 0.30
H -0.93 1.94 1.38
H -2.50 1.25 1.73
H 1.00 -1.56 1.41
H 2.73 -1.51 1.06
H 1.92 -2.80 0.55
```


Which structure is most stable? x, by 11.3 kcal/mol over the runner-up.


## w
Formula: CH3F2OP
Source: the Open Molecules 2025 dataset
Level of theory: the ωB97M-V functional and the def2-TZVPD basis

Properties
molecular weight: 100.0 g/mol
E_LUMO: 0.001 Ha
2S+1: 1
SMILES: C=O.FPF
HOMO-LUMO gap: 10.36 eV
HOMO level: -10.34 eV
charge: 0

```
8
CH3F2OP (the ωB97M-V functional and the def2-TZVPD basis)
C -1.12 -0.42 0.40
O -0.60 -0.48 -0.72
F -4.56 -0.78 1.28
F -3.97 -0.27 -1.04
P -4.27 0.55 0.34
H -3.15 0.80 0.65
H -1.47 0.51 0.86
H -1.81 -1.26 0.66
```


## x
Formula: CH3F2OP
Source: the Open Molecules 2025 dataset
Level of theory: the ωB97M-V functional and the def2-TZVPD basis

Properties
molecular weight: 100.0 g/mol
E_LUMO (spin up / spin down): -0.012 / 0.005 Ha
2S+1: 1
HOMO-LUMO gap (spin up / spin down): 8.68 / 8.02 eV
HOMO level (spin up / spin down): -8.99 / -7.88 eV
charge: 0

```
8
CH3F2OP (the ωB97M-V functional and the def2-TZVPD basis)
C 0.75 -1.23 -0.88
O -1.35 1.07 1.45
F 1.30 -0.69 -1.98
F 1.70 -1.63 0.00
P -0.16 1.54 0.45
H -0.02 -2.11 -0.95
H -1.09 1.39 2.40
H -1.13 1.67 -0.49
```


## y
Formula: CH3F2OP
Source: the Open Molecules 2025 dataset
Level of theory: the ωB97M-V functional and the def2-TZVPD basis

Properties
molecular weight: 100.0 g/mol
E_LUMO: 0.018 Ha
2S+1: 1
SMILES: OPC(F)F
HOMO-LUMO gap: 9.79 eV
HOMO level: -9.30 eV
charge: 0

```
8
CH3F2OP (the ωB97M-V functional and the def2-TZVPD basis)
C 0.98 0.05 0.34
O -1.46 0.71 -0.16
F 1.89 -0.95 0.26
F 1.67 1.15 0.12
P -0.35 -0.22 -0.94
H 0.34 0.19 1.42
H -2.37 0.60 -0.48
H -0.70 -1.52 -0.55
```


Which structure is most stable? y, by 12.2 kcal/mol over the runner-up.


## w
Formula: H3O2SSi
Source: the Open Molecules 2025 dataset
Level of theory: the ωB97M-V functional and the def2-TZVPD basis

Properties
molecular weight: 95.2 g/mol
E_LUMO: 0.149 Ha
2S+1: 1
SMILES: [O-]SO[SiH3]
HOMO-LUMO gap: 6.29 eV
HOMO level: -2.24 eV
charge: -1

```
7
H3O2SSi (the ωB97M-V functional and the def2-TZVPD basis)
O -1.79 -0.68 0.32
O -3.76 1.17 -1.02
Si -0.48 -0.03 -0.19
S -3.64 -0.06 -0.14
H -0.26 1.60 0.23
H 0.39 -1.09 0.19
H -0.35 -0.01 -1.68
```


## x
Formula: H3O2SSi
Source: the Open Molecules 2025 dataset
Level of theory: the ωB97M-V functional and the def2-TZVPD basis

Properties
molecular weight: 95.2 g/mol
E_LUMO (spin up / spin down): 0.126 / 0.126 Ha
2S+1: 1
HOMO-LUMO gap (spin up / spin down): 6.97 / 6.99 eV
HOMO level (spin up / spin down): -3.53 / -3.55 eV
charge: -1

```
7
H3O2SSi (the ωB97M-V functional and the def2-TZVPD basis)
O -0.30 -1.21 0.02
O -2.45 1.22 0.12
Si 0.91 -0.23 0.05
S -2.53 -0.26 -0.04
H 0.55 0.95 0.85
H 2.41 -0.56 0.35
H 1.41 0.10 -1.35
```


Which structure is most stable? w, by 5.9 kcal/mol over the runner-up.


## w
Formula: C6H8N2S3
Source: the Open Molecules 2025 dataset
Level of theory: the ωB97M-V functional and the def2-TZVPD basis

Properties
molecular weight: 204.3 g/mol
E_LUMO (spin up / spin down): -0.025 / -0.018 Ha
2S+1: 1
HOMO-LUMO gap (spin up / spin down): 5.71 / 6.47 eV
HOMO level (spin up / spin down): -6.38 / -6.97 eV
charge: 0

```
19
C6H8N2S3 (the ωB97M-V functional and the def2-TZVPD basis)
C -1.27 -1.36 0.20
C -2.06 -0.27 -0.21
C 1.50 1.60 -0.18
C 1.06 -0.74 -0.15
C -3.87 1.69 -0.79
C 3.69 -0.76 1.00
N 0.94 0.55 0.06
N 0.04 -1.57 -0.05
S 2.38 2.90 -0.27
S -3.59 0.23 0.23
S 2.62 -1.54 -0.45
H -1.75 -2.34 0.32
H -4.98 1.94 -0.85
H -3.37 1.69 -1.82
H -3.30 2.60 -0.29
H 3.21 -1.01 1.93
H 3.85 0.33 0.93
H 4.55 -1.43 0.75
H 0.35 -2.51 -0.36
```


## x
Formula: C6H8N2S3
Source: the Open Molecules 2025 dataset
Level of theory: the ωB97M-V functional and the def2-TZVPD basis

Properties
molecular weight: 204.3 g/mol
E_LUMO: -0.005 Ha
2S+1: 1
HOMO-LUMO gap: 7.50 eV
HOMO level: -7.63 eV
charge: 0

```
19
C6H8N2S3 (the ωB97M-V functional and the def2-TZVPD basis)
C 1.36 -1.24 1.13
C 0.56 -0.33 0.50
C 0.29 0.28 2.57
C -1.50 -1.12 -0.91
C -0.07 1.07 -3.29
C 0.27 -0.20 -0.95
N -0.09 0.52 1.34
N -0.16 1.01 3.61
S -1.77 -2.56 -0.23
S 1.49 -0.95 2.81
S -0.20 1.43 -1.51
H 2.12 -1.89 0.70
H -2.24 -0.33 -1.15
H 0.96 0.88 -3.58
H -0.58 1.89 -3.86
H -0.46 0.02 -3.56
H 0.72 -0.94 -1.56
H -0.52 1.89 3.45
H -0.17 0.57 4.48
```


Which structure is most stable? x, by 55.2 kcal/mol over the runner-up.


## w
Formula: C3H8O2S
Source: the Open Molecules 2025 dataset
Level of theory: the ωB97M-V functional and the def2-TZVPD basis

Properties
molecular weight: 108.2 g/mol
E_LUMO: 0.225 Ha
2S+1: 1
HOMO-LUMO gap: 5.71 eV
HOMO level: 0.42 eV
charge: -2

```
14
C3H8O2S (the ωB97M-V functional and the def2-TZVPD basis)
C 0.47 0.16 -0.24
O 1.37 0.83 0.53
C -1.03 0.56 -0.06
C -2.06 -0.53 -0.03
S -3.80 -0.04 0.42
H 0.73 0.23 -1.32
H 0.63 -0.95 0.07
H -1.31 1.26 -0.86
H -1.03 1.18 0.85
H -1.73 -1.40 0.56
H -2.04 -0.95 -1.06
H 2.70 0.52 0.50
H 3.42 -0.88 0.19
O 3.68 0.00 0.45
```


## x
Formula: C3H8O2S
Source: the Open Molecules 2025 dataset
Level of theory: the ωB97M-V functional and the def2-TZVPD basis

Properties
molecular weight: 108.2 g/mol
E_LUMO: 0.216 Ha
2S+1: 1
HOMO-LUMO gap: 6.02 eV
HOMO level: -0.15 eV
charge: -2

```
14
C3H8O2S (the ωB97M-V functional and the def2-TZVPD basis)
C 0.92 0.32 0.08
O 1.93 0.42 1.09
C -0.30 -0.47 0.40
C -1.27 -0.71 -0.74
S -2.97 -1.33 -0.18
H 0.71 1.30 -0.38
H 1.43 -0.22 -0.74
H -0.84 -0.02 1.29
H -0.02 -1.46 0.79
H -0.88 -1.53 -1.37
H -1.46 0.15 -1.39
H 2.73 0.78 0.67
H 3.43 3.23 0.20
O 3.90 2.61 -0.35
```


Which structure is most stable? w, by 1.7 kcal/mol over the runner-up.